83
Properties=species:S:1:pos:R:3:lowdin_charge:R:1 method="wB97M-V/def2-TZVPD" total_charge=+2 de_lowest_kcal_mol=0.0 lumo_ev="-6.766 / -6.760" multiplicity=8 gap_ev="5.324 / 5.330"
C -1.15249 6.38578 -3.18731 -0.007
C -1.40283 5.02436 -3.42921 -0.224
C -1.62632 4.61823 -4.76360 0.003
C -1.57592 5.58240 -5.78143 -0.106
N -1.33402 6.87083 -5.52044 0.079
C -1.11784 7.27809 -4.26705 -0.106
C -1.39141 4.10852 -2.32521 0.096
C -1.24572 3.28912 -1.42277 0.038
C -0.60516 2.21784 -0.74673 -0.324
C 0.33714 2.49729 0.28546 -0.130
C 1.05152 1.42961 0.83786 -0.129
C 0.87424 0.13358 0.30481 -0.326
C -0.27473 -0.16647 -0.44900 -0.132
C -1.03541 0.88395 -0.96255 -0.103
Eu -1.67057 1.49735 1.61326 1.420
P 2.15505 -1.08989 0.48291 1.000
H -1.84585 3.58001 -5.00945 0.117
H -0.99429 6.74168 -2.17152 0.117
H -1.74034 5.29437 -6.82950 0.123
H -0.91273 8.34188 -4.09074 0.122
H -1.94328 0.67122 -1.53459 0.129
H 0.50575 3.52742 0.62432 0.132
H -0.55970 -1.21257 -0.60481 0.089
H 1.78586 1.60510 1.63233 0.110
C 1.53926 -2.26490 1.67156 -0.323
C 2.23306 -3.61445 1.62571 -0.107
H 0.45650 -2.35285 1.49787 0.030
H 1.65422 -1.79878 2.66217 0.093
H 2.25515 -4.06197 2.62161 0.094
H 1.69342 -4.31269 0.98036 0.087
H 3.27175 -3.55071 1.28453 0.063
C 2.50609 -1.76906 -1.15737 -0.288
C 3.12775 -0.80532 -2.17847 -0.098
H 1.53300 -2.11821 -1.53471 0.084
H 3.12605 -2.66725 -1.00925 0.108
H 2.96619 -1.22197 -3.18010 0.094
H 2.66312 0.18893 -2.15246 0.079
H 4.21139 -0.69306 -2.04680 0.085
C 3.63523 -0.25525 1.04147 -0.318
C 4.79591 -1.18727 1.37299 -0.104
H 3.37813 0.34582 1.92220 0.089
H 3.91543 0.45144 0.24671 0.110
H 5.64634 -0.58913 1.72361 0.096
H 4.54083 -1.89955 2.16697 0.078
H 5.12664 -1.75787 0.49648 0.086
Br -2.05586 -1.21770 2.25905 -0.081
P -2.93469 -3.61421 -1.76459 0.974
C -1.09906 -3.80114 -1.62875 -0.463
C -0.67367 -5.24843 -1.89837 -0.171
H -0.78795 -3.48097 -0.62018 0.043
H -0.65949 -3.12790 -2.38294 0.063
H 0.40548 -5.29507 -2.08511 0.061
H -0.89158 -5.90263 -1.04539 0.074
H -1.18414 -5.66058 -2.77820 0.068
C -3.42739 -3.37823 -0.00786 -0.499
C -4.78959 -4.02176 0.25038 -0.171
H -3.43097 -2.30499 0.23771 -0.021
H -2.65343 -3.85155 0.61383 0.055
H -4.97994 -4.07384 1.32652 0.071
H -5.60005 -3.45105 -0.21307 0.070
H -4.82476 -5.03871 -0.15503 0.065
C -3.09967 -1.93229 -2.49800 -0.451
C -3.33536 -2.00211 -4.01167 -0.168
H -2.18664 -1.36575 -2.26637 0.030
H -3.95772 -1.46037 -1.99514 0.080
H -3.65103 -1.02136 -4.38294 0.066
H -2.42520 -2.28438 -4.55356 0.069
H -4.11792 -2.72676 -4.26725 0.070
C 2.42142 0.94767 6.40773 -0.006
C 1.52502 1.47975 5.35751 -0.284
C 1.15097 2.80499 5.16292 0.029
C 0.19397 2.80286 4.13343 -0.363
N 0.01065 1.54689 3.66807 -0.059
N 0.85117 0.76405 4.43215 0.052
C -0.53693 3.96558 3.57974 -0.042
H 3.33416 1.56171 6.42261 0.100
H 1.93815 1.05570 7.39276 0.107
H 2.68688 -0.10607 6.25854 0.088
H 1.53652 3.66583 5.69190 0.129
H 0.88289 -0.23404 4.24838 0.146
H -0.62099 4.73114 4.36407 0.106
H 0.00316 4.40582 2.72133 0.082
H -1.57283 3.69431 3.28568 0.057